# 1
The following is a DFT calculation (the ωB97M-V functional and the def2-TZVPD basis) of C20H17N4OPd as an isolated structure in a non-equilibrium geometry.

```
43
C20H17N4OPd | the Open Molecules 2025 dataset | the ωB97M-V functional and the def2-TZVPD basis
Pd 0.97 -0.74 -0.98
C -2.49 -1.46 -3.61
C -1.15 -1.37 -3.20
N -0.75 -0.57 -2.23
C -1.64 0.24 -1.60
C -3.01 0.21 -1.95
C -3.42 -0.69 -2.96
C -3.92 1.08 -1.32
C -3.45 1.98 -0.41
C -2.09 2.02 -0.05
C -1.16 1.15 -0.59
N 0.18 1.06 -0.30
C 0.99 1.71 0.60
C 0.70 2.84 1.34
C 1.62 3.41 2.23
C 2.87 2.90 2.38
C 3.25 1.77 1.62
C 4.55 1.22 1.68
C 4.87 0.13 0.93
C 3.88 -0.44 0.12
N 2.66 0.06 0.04
C 2.31 1.17 0.76
H -2.76 -2.13 -4.41
H -0.38 -1.96 -3.69
H -4.46 -0.74 -3.23
H -4.97 1.03 -1.58
H -4.13 2.69 0.05
H -1.80 2.75 0.68
H -0.25 3.34 1.22
H 1.32 4.29 2.79
H 3.59 3.34 3.06
H 5.28 1.69 2.33
H 5.86 -0.30 0.94
H 4.08 -1.32 -0.48
C -0.54 -3.78 2.08
C -0.39 -3.08 0.76
N -1.47 -3.04 -0.03
O 0.70 -2.58 0.43
H -1.47 -4.33 2.15
H -0.51 -3.03 2.88
H 0.30 -4.45 2.24
H -2.34 -3.47 0.24
H -1.41 -2.61 -0.93
```

Relative energy (zero: lowest compared OMol25 entry of this formula, charge and spin), kcal/mol: 39.01
Total charge: +1
LUMO level (spin up / spin down), hartree: -0.1578 / -0.1580
HOMO level (spin up / spin down), eV: -10.1 / -10.0

natural (NBO) atomic charges, in units of e: 0.99 -0.27 0.05 -0.49 0.20 -0.09 -0.09 -0.22 -0.16 -0.25 0.15 -0.51 0.13 -0.24 -0.18 -0.16 -0.11 -0.09 -0.26 0.08 -0.47 0.21 0.25 0.22 0.24 0.23 0.23 0.22 0.22 0.23 0.22 0.23 0.24 0.22 -0.71 0.70 -0.79 -0.70 0.22 0.25 0.26 0.41 0.40

***

# 2
The following is a DFT calculation (the ωB97M-V functional and the def2-TZVPD basis) of C20H17NO5SW as an isolated structure.

```
45
C20H17NO5SW | the Open Molecules 2025 dataset | the ωB97M-V functional and the def2-TZVPD basis
W 0.78 -1.51 -0.45
O 1.14 4.17 -2.97
C 1.09 3.08 -2.50
C 2.31 2.22 -2.03
O 3.47 2.50 -2.07
C 1.67 0.97 -1.53
C 0.32 1.01 -1.65
O -0.27 -0.13 -1.25
C -0.21 2.25 -2.24
O -1.34 2.55 -2.46
O 2.13 -0.18 -1.04
S -0.59 -3.18 -1.38
C -2.28 -2.97 -0.92
N -2.82 -1.73 -1.01
C -4.12 -1.49 -0.81
C -4.97 -2.52 -0.49
C -4.45 -3.81 -0.39
C -3.10 -4.03 -0.61
H -2.21 -0.96 -1.27
H -4.44 -0.46 -0.92
H -6.02 -2.32 -0.33
H -5.10 -4.64 -0.15
H -2.68 -5.03 -0.56
C -0.78 -2.97 2.79
C 0.40 -2.14 2.27
C 1.03 -1.32 3.41
C -0.08 -1.16 1.19
C 1.47 -3.00 1.58
C 1.43 -4.39 1.50
C 2.35 -5.08 0.71
C 3.28 -4.41 -0.08
C 3.37 -3.03 -0.01
C 2.49 -2.33 0.84
H -1.53 -2.30 3.21
H -0.45 -3.64 3.58
H -1.23 -3.56 1.99
H 0.28 -0.70 3.88
H 1.84 -0.68 3.06
H 1.44 -2.00 4.16
H -0.66 -0.30 1.51
H 0.69 -4.94 2.05
H 2.31 -6.16 0.69
H 3.96 -4.96 -0.72
H 4.12 -2.48 -0.56
H 2.71 -1.28 1.08
```

Relative energy (zero: lowest compared OMol25 entry of this formula, charge and spin), kcal/mol: 0.00
Total charge: +2
LUMO level, hartree: -0.3307
HOMO level, eV: -14.6

natural (NBO) atomic charges, in units of e: 1.61 -0.34 0.40 0.42 -0.38 0.24 0.12 -0.59 0.43 -0.42 -0.65 0.03 0.11 -0.45 0.10 -0.22 -0.06 -0.23 0.47 0.26 0.28 0.27 0.27 -0.61 -0.14 -0.60 -0.32 0.02 -0.18 -0.09 -0.18 -0.13 -0.42 0.24 0.25 0.21 0.24 0.22 0.25 0.25 0.25 0.26 0.27 0.27 0.31

***

# 3
The following is a DFT calculation (the ωB97M-V functional and the def2-TZVPD basis) of C20H18AgBr2F6N6O12S3 as an isolated structure in a non-equilibrium geometry.

```
68
C20H18AgBr2F6N6O12S3 | the Open Molecules 2025 dataset | the ωB97M-V functional and the def2-TZVPD basis
Ag -0.45 -0.58 0.48
Br 2.86 -0.34 0.88
C 2.22 -0.80 2.62
Br 0.91 -2.22 2.53
H 1.72 0.07 3.03
H 3.05 -1.15 3.22
F -5.53 -0.99 -0.87
C -4.35 -1.57 -0.65
F -4.34 -2.73 -1.31
F -4.23 -1.78 0.65
S -3.05 -0.37 -1.32
O -2.56 0.34 -0.15
O -3.81 0.41 -2.24
N -1.92 -1.21 -2.07
S -1.09 -2.33 -1.34
O 0.34 -2.12 -1.28
O -1.70 -2.80 -0.11
C -1.20 -3.69 -2.58
F -2.45 -4.01 -2.87
F -0.57 -3.30 -3.69
F -0.59 -4.77 -2.08
C -1.91 5.91 -0.53
C -2.10 4.80 -1.57
C -1.45 3.48 -1.19
N 0.01 3.62 -1.16
C 0.87 2.64 -1.40
S 0.41 1.07 -1.74
N 2.23 2.94 -1.34
C 2.98 4.11 -1.37
O 4.17 4.04 -1.14
C 2.35 5.41 -1.77
C 2.59 6.52 -0.98
C 2.08 7.75 -1.35
C 1.35 7.88 -2.53
C 1.15 6.77 -3.34
C 1.64 5.53 -2.96
H -2.39 6.83 -0.85
H -0.85 6.15 -0.37
H -2.34 5.62 0.43
H -1.70 5.13 -2.54
H -3.17 4.61 -1.71
H -1.69 2.70 -1.90
H -1.81 3.15 -0.22
H 0.36 4.48 -0.76
H 2.80 2.12 -1.23
H 3.16 6.41 -0.07
H 2.24 8.62 -0.72
H 0.95 8.84 -2.82
H 0.60 6.87 -4.27
H 1.48 4.67 -3.59
O -3.06 6.46 2.95
N -3.46 5.31 3.05
O -4.60 5.01 3.39
C -2.54 4.23 2.74
C -1.22 4.54 2.42
C -0.33 3.53 2.19
C -0.69 2.11 2.20
O 0.12 1.21 1.95
C -2.10 1.90 2.54
C -2.97 2.92 2.79
N -2.65 0.54 2.62
O -3.85 0.41 2.73
O -1.87 -0.40 2.60
N 1.04 3.94 1.91
O 1.96 3.19 2.17
O 1.21 5.06 1.41
H -0.90 5.56 2.38
H -4.00 2.69 3.02
```

Total charge: -1
LUMO level, hartree: 0.0521
HOMO level, eV: -6.2

natural (NBO) atomic charges, in units of e: 0.82 0.06 -0.53 0.05 0.26 0.22 -0.32 0.74 -0.32 -0.29 2.24 -1.00 -0.92 -1.20 2.20 -0.93 -0.95 0.73 -0.31 -0.31 -0.31 -0.61 -0.41 -0.22 -0.60 0.31 -0.26 -0.64 0.67 -0.56 -0.09 -0.19 -0.21 -0.20 -0.22 -0.21 0.21 0.20 0.21 0.20 0.22 0.25 0.20 0.42 0.44 0.24 0.21 0.21 0.22 0.23 -0.41 0.52 -0.40 -0.04 -0.13 -0.12 0.52 -0.71 -0.11 -0.12 0.54 -0.39 -0.40 0.53 -0.34 -0.46 0.27 0.28

***

# 4
The following is a DFT calculation (the ωB97M-V functional and the def2-TZVPD basis) of C20H18AuClN5O5S as an isolated structure in a non-equilibrium geometry.

```
51
C20H18AuClN5O5S | the Open Molecules 2025 dataset | the ωB97M-V functional and the def2-TZVPD basis
Au -2.02 -0.98 -0.70
O -3.64 3.05 -0.82
Cl -3.13 2.07 0.10
O -3.15 2.61 1.43
O -3.92 0.88 0.05
O -1.76 1.76 -0.28
N 2.42 -4.51 -1.84
N 1.94 -3.31 -1.35
N 2.28 -2.16 -1.87
C 1.59 -1.33 -1.11
N 0.88 -1.97 -0.18
N 1.11 -3.24 -0.34
H 2.32 -4.51 -2.85
H 1.85 -5.25 -1.44
H 1.61 -0.26 -1.22
C -2.22 -1.28 -2.60
C -1.80 -0.78 -3.81
C -0.65 0.06 -3.92
C -0.19 0.50 -5.14
C -0.84 0.15 -6.33
C -2.00 -0.62 -6.25
C -2.47 -1.08 -5.04
H -0.15 0.35 -3.01
H 0.70 1.12 -5.19
H -0.47 0.49 -7.28
H -2.54 -0.86 -7.16
H -3.38 -1.67 -4.99
O -1.49 -0.56 1.48
S -0.23 0.22 1.24
C -0.26 1.73 2.22
C -1.05 1.87 3.34
C -1.04 3.08 4.03
C -0.23 4.12 3.59
C 0.56 3.97 2.47
C 0.54 2.77 1.77
C 0.95 -0.53 2.41
C 0.56 -1.58 3.21
C 1.48 -2.15 4.08
C 2.78 -1.67 4.14
C 3.17 -0.63 3.31
C 2.25 -0.06 2.44
H -1.69 1.06 3.63
H -1.67 3.21 4.89
H -0.23 5.06 4.13
H 1.18 4.79 2.12
H 1.11 2.64 0.85
H -0.46 -1.94 3.15
H 1.18 -2.99 4.71
H 3.49 -2.12 4.82
H 4.19 -0.26 3.34
H 2.54 0.75 1.78
```

Total charge: -1
Spin multiplicity: 3
LUMO level (spin up / spin down), hartree: 0.0938 / 0.0937
HOMO level (spin up / spin down), eV: -3.3 / -5.4

natural (NBO) atomic charges, in units of e: 0.56 -0.86 2.57 -0.88 -0.87 -0.92 -0.61 0.15 -0.27 0.11 -0.29 -0.06 0.38 0.38 0.22 -0.25 -0.28 -0.20 -0.21 -0.27 -0.23 -0.19 0.21 0.20 0.19 0.20 0.20 -0.99 1.33 -0.24 -0.19 -0.19 -0.21 -0.23 -0.15 -0.23 -0.22 -0.19 -0.23 -0.23 -0.16 0.24 0.21 0.21 0.21 0.21 0.25 0.21 0.21 0.21 0.21

***

# 5
The following is a DFT calculation (the ωB97M-V functional and the def2-TZVPD basis) of C20H18BCl2N7O2Ti as an isolated structure.

```
51
C20H18BCl2N7O2Ti | the Open Molecules 2025 dataset | the ωB97M-V functional and the def2-TZVPD basis
Ti 0.00 -0.05 -0.14
C -4.08 0.98 -0.81
C -2.82 1.32 -0.36
N -1.97 0.30 -0.56
N -2.67 -0.70 -1.16
C -3.94 -0.31 -1.31
B -1.94 -2.01 -1.53
N -1.36 -2.61 -0.22
C -1.67 -3.78 0.36
C -1.10 -3.83 1.62
C -0.44 -2.63 1.75
N -0.59 -1.88 0.65
N -0.75 -1.62 -2.44
C -0.56 -1.78 -3.75
C 0.59 -1.10 -4.14
C 1.07 -0.52 -2.99
N 0.26 -0.84 -1.95
H -4.97 1.58 -0.79
H -2.47 2.24 0.08
H -4.66 -0.97 -1.77
H -2.66 -2.78 -2.07
H -2.29 -4.49 -0.16
H -1.16 -4.64 2.33
H 0.16 -2.26 2.57
H -1.26 -2.37 -4.33
H 1.01 -1.05 -5.13
H 1.94 0.10 -2.83
O 1.94 3.38 -0.14
C 1.73 2.22 -0.12
O 0.50 1.66 -0.43
C 2.68 1.12 0.26
C 3.99 1.43 0.62
C 4.81 0.39 0.97
C 4.34 -0.93 0.89
C 5.18 -2.04 1.18
C 4.72 -3.31 1.02
C 3.41 -3.53 0.55
C 2.56 -2.50 0.28
C 3.00 -1.17 0.48
N 2.16 -0.10 0.23
H 4.31 2.46 0.62
H 5.83 0.57 1.28
H 6.19 -1.84 1.51
H 5.37 -4.15 1.23
H 3.08 -4.55 0.38
H 1.58 -2.69 -0.11
Cl -0.23 1.10 2.30
C -0.33 0.57 4.06
Cl 0.96 -0.51 4.50
H -1.30 0.10 4.17
H -0.25 1.51 4.59
```

Relative energy (zero: lowest compared OMol25 entry of this formula, charge and spin), kcal/mol: 0.00
Total charge: +2
LUMO level, hartree: -0.3015
HOMO level, eV: -15.0

natural (NBO) atomic charges, in units of e: 1.82 -0.31 0.05 -0.43 -0.30 0.08 0.51 -0.31 0.08 -0.32 0.03 -0.46 -0.29 0.09 -0.29 0.04 -0.42 0.27 0.25 0.26 0.02 0.26 0.27 0.24 0.26 0.27 0.25 -0.43 0.75 -0.70 0.13 -0.22 -0.04 -0.12 -0.14 -0.18 -0.13 -0.26 0.25 -0.55 0.28 0.25 0.24 0.25 0.24 0.22 0.03 -0.35 0.06 0.25 0.26

***

Which value of total charge does entry 3 give?
-1

***

Please write out number 2 again, unchanged.
The following is a DFT calculation (the ωB97M-V functional and the def2-TZVPD basis) of C20H17NO5SW as an isolated structure.

```
45
C20H17NO5SW | the Open Molecules 2025 dataset | the ωB97M-V functional and the def2-TZVPD basis
W 0.78 -1.51 -0.45
O 1.14 4.17 -2.97
C 1.09 3.08 -2.50
C 2.31 2.22 -2.03
O 3.47 2.50 -2.07
C 1.67 0.97 -1.53
C 0.32 1.01 -1.65
O -0.27 -0.13 -1.25
C -0.21 2.25 -2.24
O -1.34 2.55 -2.46
O 2.13 -0.18 -1.04
S -0.59 -3.18 -1.38
C -2.28 -2.97 -0.92
N -2.82 -1.73 -1.01
C -4.12 -1.49 -0.81
C -4.97 -2.52 -0.49
C -4.45 -3.81 -0.39
C -3.10 -4.03 -0.61
H -2.21 -0.96 -1.27
H -4.44 -0.46 -0.92
H -6.02 -2.32 -0.33
H -5.10 -4.64 -0.15
H -2.68 -5.03 -0.56
C -0.78 -2.97 2.79
C 0.40 -2.14 2.27
C 1.03 -1.32 3.41
C -0.08 -1.16 1.19
C 1.47 -3.00 1.58
C 1.43 -4.39 1.50
C 2.35 -5.08 0.71
C 3.28 -4.41 -0.08
C 3.37 -3.03 -0.01
C 2.49 -2.33 0.84
H -1.53 -2.30 3.21
H -0.45 -3.64 3.58
H -1.23 -3.56 1.99
H 0.28 -0.70 3.88
H 1.84 -0.68 3.06
H 1.44 -2.00 4.16
H -0.66 -0.30 1.51
H 0.69 -4.94 2.05
H 2.31 -6.16 0.69
H 3.96 -4.96 -0.72
H 4.12 -2.48 -0.56
H 2.71 -1.28 1.08
```

Relative energy (zero: lowest compared OMol25 entry of this formula, charge and spin), kcal/mol: 0.00
Total charge: +2
LUMO level, hartree: -0.3307
HOMO level, eV: -14.6

natural (NBO) atomic charges, in units of e: 1.61 -0.34 0.40 0.42 -0.38 0.24 0.12 -0.59 0.43 -0.42 -0.65 0.03 0.11 -0.45 0.10 -0.22 -0.06 -0.23 0.47 0.26 0.28 0.27 0.27 -0.61 -0.14 -0.60 -0.32 0.02 -0.18 -0.09 -0.18 -0.13 -0.42 0.24 0.25 0.21 0.24 0.22 0.25 0.25 0.25 0.26 0.27 0.27 0.31

***

Which value of total charge does entry 4 give?
-1